2 unconnected molecules or ions with the total composition C5H13NO in a non-equilibrium geometry. Source: the OMol25 dataset; level of theory: ωB97M-V/def2-TZVPD.

Last column: Löwdin spin population.
Atoms and positions in Å:
C  -2.07  -0.65  0.11  0.065
C  -0.40  0.20  -1.51  0.014
C  -0.34  1.07  0.92  0.005
C  0.19  -1.34  0.41  0.706
C  -0.56  -0.13  -0.04  0.076
N  2.90  0.47  0.25  0.356
O  2.80  -0.69  -0.45  0.660
H  -2.59  0.31  -0.05  0.011
H  -2.35  -1.21  1.01  0.003
H  -2.55  -1.19  -0.83  0.000
H  -0.99  1.15  -1.84  0.001
H  0.64  0.64  -1.76  0.000
H  -0.57  -0.67  -2.06  0.001
H  -0.66  0.71  1.86  0.000
H  -0.99  1.85  0.63  0.000
H  0.65  1.39  1.15  0.002
H  0.00  -2.22  -0.10  0.045
H  0.50  -1.41  1.50  0.033
H  2.71  1.36  -0.12  0.013
H  3.67  0.36  0.92  0.007

Computed properties:
HOMO level (spin up / spin down): -0.2675 / -0.3768 Eh
energy: -328.0862 hartree
total charge: 0
LUMO level (spin up / spin down): 0.80 / -0.12 eV
multiplicity: 3
HOMO-LUMO gap (spin up / spin down): 8.077 / 10.136 eV